1.
Formula: C3H7N5O
Source: the Open Molecules 2025 dataset
Level of theory: ωB97M-V/def2-TZVPD

CARTESIAN COORDINATES (ANGSTROEM)
C  1.1211  0.3113  -0.1329
C  -0.9105  -1.0724  -0.8859
C  -1.1665  -0.6890  1.5773
H  1.5906  2.0776  0.5418
H  0.8600  2.1739  -1.0420
H  1.3305  -1.2233  0.7295
H  1.4146  0.4043  -2.4668
H  -1.1306  -1.4696  -1.7857
H  -0.4316  -1.5646  1.9839
H  -2.6132  0.4571  1.7979
N  1.4579  1.5919  -0.4756
N  1.3493  -0.1789  1.1347
N  0.3253  -0.3651  -1.1421
N  -1.6519  -1.0121  0.1769
N  -1.7642  0.2350  2.3385
O  0.2193  0.3238  -2.3493

Output
E_HOMO ... -0.3235 hartree
Energy relative to the best compared isomer or geometry (same formula, charge and spin) ... 603.14 kJ/mol
HOMO-LUMO gap ... 8.728 eV
SMILES ... [H]/N=C\N=C/N(O)/C(N)=N\[H]

2.
Formula: C46H33N3O4PdS2
Source: the Open Molecules 2025 dataset
Level of theory: ωB97M-V/def2-TZVPD

CARTESIAN COORDINATES (ANGSTROEM)
Pd  -1.1171  0.7839  1.4940
C  -2.6806  -6.9208  -1.5999
C  -2.2110  -5.6448  -0.9955
C  -3.1126  -4.6103  -0.6989
C  -2.6834  -3.4357  -0.1153
C  -1.3291  -3.2866  0.1682
C  -0.4045  -4.2927  -0.1137
C  -0.8508  -5.4623  -0.6938
S  -0.6915  -1.8273  0.9759
O  -1.7312  -1.3186  1.9227
C  -1.0099  -0.7800  -0.5342
C  -2.2623  -0.1940  -0.6665
C  -2.7655  0.0707  -1.9558
C  -2.2116  -0.5701  -3.0641
C  -2.9580  -0.6849  -4.2642
C  -2.5835  -1.5913  -5.2246
C  -1.4716  -2.4069  -4.9992
C  -0.6655  -2.2357  -3.8771
C  -0.9704  -1.2715  -2.9235
C  -0.1793  -1.0113  -1.7128
C  1.2302  -1.0464  -1.6149
C  2.1712  -1.2628  -2.7249
C  2.0416  -0.7151  -3.9951
C  2.9781  -0.9853  -4.9925
C  4.0578  -1.8331  -4.7521
C  4.2614  -2.3195  -3.4800
C  3.3728  -1.9812  -2.4331
C  3.7201  -2.2231  -1.0980
C  3.0528  -1.5428  -0.0655
C  1.8794  -0.8975  -0.3279
S  1.3578  0.4400  0.8354
O  1.2462  -0.1298  2.2001
C  2.8817  1.3466  0.7598
C  3.1903  2.0052  -0.4296
C  4.3792  2.6985  -0.5171
C  5.2539  2.7692  0.5792
C  6.5128  3.5568  0.4952
C  4.8967  2.1133  1.7664
C  3.7094  1.4136  1.8723
H  -3.7598  -7.0332  -1.5388
H  -2.1931  -7.7793  -1.1373
H  -2.3985  -6.9632  -2.6570
H  -4.1653  -4.7489  -0.9094
H  -3.3910  -2.6602  0.1538
H  0.6390  -4.1648  0.1537
H  -0.1530  -6.2677  -0.8860
H  -2.9433  -0.0985  0.1772
H  -3.6987  0.6109  -2.0792
H  -3.8612  -0.0985  -4.3857
H  -3.1757  -1.7188  -6.1210
H  -1.2357  -3.1935  -5.7053
H  0.1741  -2.8961  -3.7237
H  1.2325  -0.0312  -4.2069
H  2.8639  -0.5262  -5.9664
H  4.7505  -2.0672  -5.5494
H  5.1336  -2.9246  -3.2614
H  4.6133  -2.7980  -0.8749
H  3.4864  -1.4923  0.9277
H  2.5056  1.9734  -1.2730
H  4.6388  3.2087  -1.4356
H  6.8260  3.7259  -0.5321
H  7.3148  3.0941  1.0693
H  6.3654  4.5432  0.9474
H  5.5623  2.1621  2.6188
H  3.4256  0.9180  2.7927
O  -3.8391  6.3517  5.9825
N  -3.8954  6.0723  4.8140
O  -4.5154  6.6586  3.9542
C  -3.1609  4.8170  4.4087
C  -2.7619  4.0326  5.4336
C  -2.0662  2.8106  5.1977
C  -1.5774  1.9760  6.2219
C  -0.9172  0.8142  5.8981
C  -0.7618  0.4724  4.5518
N  -1.2108  1.2577  3.5923
C  -1.8483  2.4129  3.8753
C  -2.2746  3.2272  2.7955
N  -2.0360  2.7629  1.5478
C  -2.3644  3.4915  0.4959
C  -2.9539  4.7456  0.6285
C  -3.2307  5.2324  1.8849
C  -2.9123  4.4649  3.0286
H  -2.9769  4.3371  6.4497
H  -1.7254  2.2603  7.2568
H  -0.5215  0.1600  6.6616
H  -0.2687  -0.4431  4.2530
H  -2.1495  3.0747  -0.4796
H  -3.1898  5.3275  -0.2508
H  -3.7024  6.1924  2.0015

Output
E_HOMO (spin up / spin down) ... -0.6669 / -0.6668 hartree
Energy relative to the best compared isomer or geometry (same formula, charge and spin) ... 178.73 kJ/mol
Charge ... +4
HOMO-LUMO gap (spin up / spin down) ... 3.949 / 3.951 eV

3.
Formula: C8H12Cl3CrF2N2O10
Source: the Open Molecules 2025 dataset
Level of theory: ωB97M-V/def2-TZVPD

CARTESIAN COORDINATES (ANGSTROEM)
Cr  0.6099  1.0902  0.5703
Cl  2.2202  -0.6573  0.4573
Cl  1.9093  3.0260  1.3197
Cl  -1.6473  1.9245  0.6056
C  1.1942  0.2018  4.9801
N  0.1925  0.5513  3.9108
O  -0.9628  0.7479  4.2890
O  0.5917  0.6880  2.7650
H  1.0885  0.8930  5.8163
H  2.1091  0.0801  4.4002
H  0.9505  -0.8034  5.3240
C  -0.3973  -2.5730  -2.3704
N  -0.6858  -1.1710  -2.2447
O  -0.0726  -0.4629  -1.4552
O  -1.5829  -0.6825  -2.9533
H  0.6072  -2.6514  -2.7863
H  -1.0600  -3.0255  -3.1082
H  -0.5166  -3.0272  -1.3868
C  -3.4596  -3.5705  1.6790
C  -2.2896  -4.4299  1.3467
O  -1.2605  -3.4835  1.4004
C  -1.7748  -2.2453  1.2009
O  -1.1115  -1.2274  1.0005
O  -3.1351  -2.3159  1.2052
F  -2.3803  -4.9688  0.0916
H  -3.6093  -3.3882  2.7431
H  -4.3984  -3.9715  1.2970
H  -2.1210  -5.2397  2.0566
C  2.9889  3.9983  -3.6576
C  1.8553  4.9662  -3.3924
O  0.7852  4.0720  -3.0419
C  1.3823  3.0587  -2.3915
O  0.7585  2.1807  -1.7836
O  2.7172  3.1692  -2.5666
F  1.5613  5.6161  -4.5056
H  3.9600  4.4931  -3.6414
H  2.9655  3.5089  -4.6313
H  2.0179  5.6289  -2.5424

Output
Multiplicity ... 4
Expectation value of S² ... 3.86
E_HOMO (spin up / spin down) ... -0.3348 / -0.3389 hartree
HOMO-LUMO gap (spin up / spin down) ... 7.089 / 8.642 eV

4.
Formula: C20H30MnN3O2P
Source: the Open Molecules 2025 dataset
Level of theory: ωB97M-V/def2-TZVPD

CARTESIAN COORDINATES (ANGSTROEM)
N  -1.6112  0.6132  1.8905
C  -2.5716  0.7527  2.5319
C  -3.8183  0.9039  3.2727
H  -3.9715  0.0395  3.9363
H  -4.6755  0.9881  2.5711
H  -3.7736  1.7985  3.9143
N  -1.1844  1.6951  -3.0438
C  -1.0479  2.6504  -3.7021
C  -0.9973  3.7775  -4.6221
H  -2.0410  4.0328  -4.8780
H  -0.4544  3.4670  -5.5325
H  -0.5010  4.6700  -4.1916
N  1.5516  -1.4513  -1.2445
C  2.2780  -2.3194  -1.5202
C  3.1450  -3.4307  -1.8694
H  4.1206  -3.0591  -2.2097
H  2.6817  -4.0273  -2.6732
H  3.3021  -4.0640  -0.9837
Mn  -1.5553  -0.2414  -2.0309
C  1.7794  1.5910  -1.2622
O  2.2076  1.8959  -2.2764
C  -0.2890  2.9153  -0.0709
O  -0.8708  3.8430  -0.4000
C  -3.6648  -0.7906  -1.6318
C  -2.9855  -1.8785  -1.1127
C  -2.0336  -2.5367  -1.8570
C  -1.7149  -2.1070  -3.1380
C  -2.3231  -0.9507  -3.6959
C  -3.3438  -0.2639  -2.9125
H  -4.5045  -0.3896  -1.0776
H  -3.2562  -2.2593  -0.1337
H  -1.5617  -3.4318  -1.4738
H  -1.0784  -2.7422  -3.7532
H  -2.0176  -0.6342  -4.7043
H  -3.8564  0.6405  -3.2579
C  1.0287  -2.3769  1.7561
C  0.7788  -1.0213  2.3928
P  1.1137  0.4240  1.2692
C  0.9834  1.8353  2.4898
C  1.3379  1.5948  3.9527
C  2.9813  0.3462  1.2031
C  3.7717  -0.1688  2.4102
H  0.3799  -2.5263  0.8834
H  0.8007  -3.1670  2.4865
H  2.0713  -2.5057  1.4325
H  -0.2846  -0.9383  2.6465
H  1.3585  -0.8925  3.3123
H  1.6007  2.6437  2.0755
H  -0.0651  2.1575  2.4274
H  2.4009  1.3757  4.0908
H  1.1212  2.5153  4.5098
H  0.7380  0.7954  4.4027
H  3.1937  -0.2720  0.3181
H  3.3145  1.3685  0.9701
H  3.3590  -1.0884  2.8410
H  4.7959  -0.3904  2.0799
H  3.8575  0.5945  3.1924

Output
Multiplicity ... 4
Expectation value of S² ... 3.97
E_HOMO (spin up / spin down) ... -0.8270 / -0.8361 hartree
Energy relative to the best compared isomer or geometry (same formula, charge and spin) ... 0.00 kJ/mol
Charge ... +4
HOMO-LUMO gap (spin up / spin down) ... 8.841 / 5.015 eV